79
Properties=species:S:1:pos:R:3 method="wB97M-V/def2-TZVPD" homo_lumo_gap_ev="6.4 / 6.4" e_lumo_ev="3.71 / 3.71" multiplicity=6 charge=-2 s_squared=8.757 mol_weight_g_mol=867.9
H 10.442 -2.139 23.022
O 1.713 -2.034 17.761
C -0.672 -0.834 17.192
H 4.555 -8.391 17.270
O 1.819 -3.474 19.506
C 5.333 -3.714 22.159
H 0.418 -0.579 17.224
C 4.768 -8.127 18.335
Sm 2.788 -4.714 21.360
H -2.916 -2.410 19.160
C -1.502 -0.379 16.155
C 8.902 -3.485 23.516
C 1.381 -0.223 22.170
C -3.310 -1.618 17.140
C 6.748 -3.191 22.492
Br 9.078 0.021 21.245
C 0.103 -0.968 20.243
C -0.318 -5.290 23.449
C 1.167 -1.076 21.135
H 1.049 -9.643 18.331
H -0.430 -4.218 23.130
H -1.122 1.956 21.578
H 2.190 -0.441 22.845
N 3.624 -6.830 19.995
H 2.306 -8.475 23.836
H 1.463 -7.014 25.690
O -0.841 -7.123 21.976
O 0.602 -9.039 20.844
C -0.540 1.057 21.482
C 1.293 -2.582 18.747
C -1.170 -1.650 18.206
O 2.573 -6.878 22.552
H 7.176 -4.677 23.978
C 1.681 -3.040 24.237
C -2.826 -0.829 16.111
C -0.749 0.137 20.456
H 0.286 -4.003 25.702
C 9.372 -2.345 22.895
O 4.714 -3.230 21.149
C 1.204 -6.860 24.647
H 2.007 -10.920 19.216
H 1.919 -1.902 21.037
O -0.837 -3.128 20.000
O 2.155 -3.370 23.127
H 2.644 -9.957 17.861
C 1.999 -9.903 18.753
C 1.204 -4.339 25.134
C -0.265 -6.030 22.060
C 0.526 0.825 22.389
H -3.387 -0.731 15.178
H 0.061 -8.360 21.407
H -1.561 0.277 19.803
H 2.024 -4.570 25.763
O 4.013 -5.760 19.398
C -0.177 -2.115 19.276
H 2.230 -7.764 21.488
N 1.793 -8.372 20.673
H -4.326 -2.005 17.153
O 4.833 -4.619 22.874
H 3.316 -6.957 24.380
C 8.504 -1.584 22.064
C 2.439 -7.378 23.882
H 5.517 -8.888 18.777
N 0.844 -5.461 24.286
C -2.538 -1.951 18.238
H 5.343 -7.178 18.339
C 3.608 -7.956 19.294
H -0.224 -3.882 20.162
H 9.534 -4.053 24.179
O 1.548 -1.920 24.747
H 6.612 -1.469 21.056
H -1.057 0.337 15.450
C 2.542 -8.787 19.615
H 0.363 -7.500 24.365
O 0.427 -5.516 21.105
C 7.227 -2.005 21.818
H 0.641 1.444 23.271
C 7.558 -3.862 23.391
H -1.302 -5.606 23.851